This record from the Open Molecules 2025 dataset describes the molecule C6H12 in a non-equilibrium geometry. The level of theory is ωB97M-V with the def2-TZVPD basis set.

Positions of all 18 atoms, in Å:
C: -2.1089 -0.1262 1.2610
C: -0.8932 -0.4533 0.8249
C: -0.0020 -1.3441 1.6895
C: -0.3625 -0.0892 -0.5293
C: 1.0633 0.5223 -0.6313
C: 1.2831 1.2110 -1.9774
H: -2.5221 -0.6090 2.1327
H: -2.6825 0.5292 0.6193
H: -0.5165 -2.1467 2.2095
H: 0.2869 -0.6711 2.5093
H: 0.9275 -1.5966 1.1958
H: -0.2570 -1.0055 -1.1165
H: -1.0226 0.6744 -0.9224
H: 1.1935 1.2433 0.1865
H: 1.7838 -0.2664 -0.4029
H: 1.6807 2.2175 -1.8898
H: 1.8161 0.5503 -2.6479
H: 0.3325 1.3603 -2.5108

Computed properties:
net charge = 0
DFT total energy = -6415.6152 eV
E_HOMO = -9.0599 eV
gap between HOMO and LUMO = 10.206 eV
relative energy (zero: lowest compared OMol25 entry of this formula, charge and spin) = 127.9 kJ/mol

---

This record from the Open Molecules 2025 dataset describes C35H87N5O12Zn as an isolated structure in a non-equilibrium geometry. The level of theory is ωB97M-V with the def2-TZVPD basis set.

Positions of all 140 atoms, in Å:
Zn: -1.6442 2.0186 -2.6977
C: -0.6202 -0.8453 -0.4350
C: 0.2879 -0.1653 -1.4573
O: -0.3046 0.9375 -2.0646
H: -1.6654 -0.9435 -0.7198
H: -0.7038 -0.0860 0.3560
H: -0.2048 -1.7285 0.0470
H: 0.2321 -0.9624 -2.2331
H: 1.3543 -0.0737 -1.2619
C: -0.7328 2.0044 4.6715
C: -1.0262 2.7809 3.3578
C: -1.3993 1.6967 2.3359
O: -1.9430 3.7714 3.3710
H: -0.0976 1.1434 4.4585
H: -1.6181 1.8199 5.2891
H: -0.1471 2.6085 5.3784
H: -0.0279 3.2423 3.1934
H: -0.4977 1.1186 2.0862
H: -1.6841 2.1533 1.3794
H: -2.2193 1.0204 2.5740
C: 3.2771 -1.1761 -3.3405
O: 3.4601 0.1763 -3.6778
C: 4.7239 0.4230 -4.2768
C: 4.7188 1.8371 -4.8184
N: 4.5475 2.8865 -3.8053
C: 5.7051 3.0536 -2.9198
C: 6.3770 4.4027 -3.1721
O: 6.4493 4.6252 -4.5601
C: 7.2810 5.6943 -4.9935
H: 4.0471 -1.4115 -2.5892
H: 3.3473 -1.9393 -4.1239
H: 2.3104 -1.2304 -2.8476
H: 4.9770 -0.2864 -5.0673
H: 5.4497 0.4095 -3.4540
H: 3.9128 1.9719 -5.5453
H: 5.6346 2.0700 -5.3833
H: 4.5429 3.7209 -4.3796
H: 6.5000 2.3143 -3.0906
H: 5.4353 2.8778 -1.8770
H: 7.3919 4.4643 -2.7586
H: 5.8519 5.2240 -2.6596
H: 6.6172 6.5609 -5.0717
H: 7.9010 5.4023 -5.8309
H: 7.9016 6.0437 -4.1569
C: 1.8717 -4.1166 -1.7126
O: 0.9511 -4.5344 -0.7015
C: -0.3894 -4.4485 -1.0920
C: -1.4418 -4.5019 0.0144
N: -1.0403 -5.3899 1.1165
C: -0.8826 -6.8139 0.8050
C: -2.2457 -7.4371 0.4980
O: -2.9960 -7.8755 1.6054
C: -3.2917 -6.9307 2.6066
H: 1.3982 -3.3186 -2.2841
H: 1.9825 -5.0343 -2.3041
H: 2.8543 -3.8887 -1.3116
H: -0.5808 -5.3172 -1.7400
H: -0.6268 -3.5575 -1.6896
H: -2.3989 -4.8400 -0.3905
H: -1.6918 -3.5231 0.4285
H: -0.0937 -5.0392 1.2559
H: -0.4640 -7.3896 1.6316
H: -0.1935 -6.9716 -0.0362
H: -2.1295 -8.3406 -0.1075
H: -2.8510 -6.8016 -0.1625
H: -3.4309 -5.8914 2.2965
H: -2.5648 -7.0129 3.4153
H: -4.2952 -7.1354 2.9962
C: -1.7096 0.4376 -8.2966
O: -2.7597 0.9521 -7.5246
C: -2.5080 2.1222 -6.7914
C: -1.7754 1.8978 -5.4640
N: -2.6792 1.4384 -4.3483
C: -2.7091 -0.0724 -4.4423
C: -3.2074 -0.6422 -3.1131
O: -4.6288 -0.5147 -3.2044
C: -5.3063 -1.5073 -2.4388
H: -1.9941 -0.5860 -8.5402
H: -0.6894 0.3651 -7.9021
H: -1.6633 1.0134 -9.2285
H: -3.3831 2.7668 -6.7313
H: -1.7205 2.6785 -7.3256
H: -1.3658 2.8880 -5.2326
H: -0.9069 1.2737 -5.6649
H: -3.6244 1.6535 -4.6548
H: -1.7011 -0.4886 -4.4992
H: -3.2987 -0.3650 -5.3047
H: -2.7985 -0.1924 -2.2028
H: -2.9347 -1.7005 -3.0376
H: -5.5232 -1.0972 -1.4480
H: -4.8080 -2.4628 -2.2609
H: -6.2535 -1.6961 -2.9411
C: -8.4350 4.9033 5.6463
O: -7.6656 3.7736 5.9259
C: -6.3075 4.0723 6.2328
C: -5.4961 4.2389 4.9306
N: -5.8178 3.2045 3.9286
C: -5.2260 1.9017 4.2726
C: -5.5307 0.8544 3.2263
O: -4.6835 1.1664 2.1564
C: -4.5811 0.0970 1.2476
H: -8.5558 5.5223 6.5495
H: -9.4421 4.6851 5.2954
H: -7.9925 5.5988 4.9215
H: -5.9040 3.2332 6.8031
H: -6.2717 4.9214 6.9232
H: -4.4144 4.2023 5.0638
H: -5.8415 5.1663 4.4689
H: -6.8192 3.0945 4.0921
H: -5.4355 1.5955 5.3062
H: -4.1442 2.0740 4.2299
H: -6.6114 0.8945 3.0220
H: -5.3577 -0.1260 3.6927
H: -5.5688 -0.2050 0.8718
H: -4.1684 -0.7713 1.7785
H: -3.9507 0.3876 0.4084
C: 2.5890 -2.1734 1.3738
O: 3.5871 -2.4301 2.3272
C: 3.2397 -1.9084 3.5926
C: 4.4237 -2.0595 4.5311
N: 5.2463 -0.8557 4.6875
C: 5.6090 -0.3307 3.3618
C: 6.4755 0.8873 3.5674
O: 7.6283 0.4508 4.2843
C: 8.6667 1.4129 4.3459
H: 2.1522 -1.1699 1.3826
H: 1.7318 -2.8406 1.5668
H: 2.9106 -2.4795 0.3810
H: 2.3747 -2.4627 3.9799
H: 2.9195 -0.8589 3.6178
H: 5.0309 -2.9195 4.2167
H: 4.0534 -2.3527 5.5174
H: 6.1555 -1.0396 5.0967
H: 4.7287 -0.0111 2.7986
H: 6.0913 -1.0438 2.6794
H: 5.9404 1.5891 4.2184
H: 6.8127 1.3780 2.6482
H: 9.5650 0.9959 4.7852
H: 8.2627 2.2442 4.9380
H: 8.8268 1.8154 3.3391

Computed properties:
net charge = 0
DFT total energy = -118128.5480 eV
E_HOMO = -5.0724 eV
gap between HOMO and LUMO = 2.429 eV
relative energy (zero: lowest compared OMol25 entry of this formula, charge and spin) = 653.0 kJ/mol

---

> Look up the DFT total energy of the first one.

-6415.6152 eV

---

> Look up the relative energy (zero: lowest compared OMol25 entry of this formula, charge and spin) of the first one.

127.9 kJ/mol